Below is a 11-piece molecular cluster, C13H46ClO14 overall, with properties calculated with wB97M-V/def2-TZVPD.

Each line ends with the Mulliken charge.
Geometry (Å):
Cl  -1.446  2.467  28.745  1.399
O  -1.121  1.047  28.690  -0.019
O  -1.332  3.010  27.384  -0.643
O  -2.770  2.778  29.172  -0.561
O  -0.501  3.088  29.672  -0.830
C  -1.813  4.876  22.642  -1.375
C  -2.284  4.420  24.029  0.865
O  -2.824  5.528  24.777  -0.597
H  -2.700  5.394  22.276  0.413
H  -1.674  3.970  22.053  0.325
H  -0.998  5.598  22.677  0.312
H  -1.487  3.970  24.622  -0.249
H  -3.039  3.638  23.950  0.067
H  -3.263  5.199  25.565  0.352
C  -6.022  5.195  25.928  -1.069
C  -5.210  4.419  26.909  0.071
O  -3.974  5.133  27.173  -0.707
H  -5.505  5.165  24.969  0.255
H  -6.040  6.232  26.263  0.259
H  -7.044  4.816  25.920  0.378
H  -4.945  3.435  26.522  -0.018
H  -5.806  4.141  27.778  0.452
H  -3.434  4.494  27.644  0.293
C  -5.427  -1.655  27.986  -1.265
C  -4.546  -0.698  28.959  0.091
O  -4.013  -1.507  30.021  -0.552
H  -5.824  -0.971  27.236  0.346
H  -6.238  -2.059  28.592  0.347
H  -4.823  -2.482  27.612  0.320
H  -5.217  0.051  29.380  0.246
H  -3.801  -0.064  28.479  0.151
H  -3.976  -0.995  30.833  0.354
C  -3.377  1.203  32.106  -0.482
O  -3.700  -0.136  32.462  -0.619
H  -3.444  1.870  32.965  0.399
H  -2.448  1.297  31.543  0.165
H  -4.194  1.452  31.429  0.171
H  -3.169  -0.371  33.226  0.290
C  -2.474  0.769  25.186  0.069
O  -1.480  1.118  24.242  -0.482
H  -3.222  1.519  25.444  -0.005
H  -2.887  -0.137  24.741  0.500
H  -2.007  0.455  26.120  -0.428
H  -1.965  1.144  23.414  0.276
C  -0.235  -1.532  30.688  -0.345
O  0.630  -0.446  30.631  -0.568
H  -1.169  -1.294  31.197  0.018
H  -0.489  -1.856  29.679  0.178
H  0.310  -2.289  31.252  0.314
H  0.156  0.140  30.036  0.175
C  0.330  -1.213  26.503  -0.387
O  0.797  -0.203  25.620  -0.364
H  -0.496  -0.887  27.135  -0.092
H  0.046  -2.094  25.928  0.362
H  1.020  -1.376  27.331  0.184
H  -0.016  0.162  25.262  0.260
C  -2.234  5.625  31.778  -0.492
O  -1.161  4.853  32.237  -0.536
H  -3.078  4.949  31.634  0.179
H  -2.485  6.324  32.576  0.303
H  -2.147  6.068  30.786  0.201
H  -0.941  4.289  31.492  0.374
C  2.512  1.141  28.494  -0.609
O  2.323  1.581  27.125  -0.381
H  2.468  0.058  28.616  0.208
H  3.509  1.431  28.826  0.399
H  1.818  1.573  29.214  0.098
H  2.485  2.526  27.083  0.243
C  1.064  2.921  24.481  -0.534
O  2.184  2.090  24.417  -0.435
H  1.407  3.955  24.437  0.485
H  0.413  2.603  23.666  0.214
H  0.459  2.905  25.387  -0.056
H  2.696  2.705  23.887  0.336

Cartesian forces, eV/Å:
2.21 0.80 -1.58
-0.90 0.33 0.34
0.29 -0.30 1.08
-1.35 -0.55 0.76
-0.49 -0.12 -0.54
-1.49 -0.12 1.10
0.36 0.55 1.01
0.50 -0.12 -1.64
0.10 0.15 -0.53
0.54 0.30 -0.25
0.18 -0.42 -0.07
0.25 -0.04 -0.10
-0.27 -0.12 -0.35
0.07 0.00 0.62
0.23 0.39 0.09
0.69 -0.69 0.15
-1.44 -0.57 0.21
-0.45 0.07 -0.21
-0.13 0.10 -0.07
0.06 -0.02 -0.40
0.11 -0.15 -0.42
0.23 0.65 0.64
0.62 -0.12 0.35
1.44 1.84 1.73
-1.26 -1.36 0.06
-0.16 0.06 -1.15
-0.04 -0.46 -0.40
0.00 0.02 -0.07
-0.03 0.25 -0.27
-0.44 -0.04 0.14
0.45 -0.59 -0.44
0.15 0.15 0.33
-0.98 0.15 -0.65
0.31 -0.22 0.56
0.30 0.05 -0.01
0.15 -0.03 0.27
0.20 0.47 -0.11
0.06 -0.26 -0.06
0.10 -1.45 0.33
-0.05 0.87 -0.07
0.05 0.25 -0.38
-0.95 -0.10 0.53
0.18 0.27 -0.02
0.40 0.13 -0.28
-0.01 -0.71 0.32
0.18 0.76 -0.11
-0.19 -0.03 0.16
-0.05 -0.46 -0.01
-0.33 -0.40 -0.15
0.28 0.88 -0.25
-0.07 0.60 0.52
-0.45 -0.69 0.50
-0.72 0.23 -0.46
0.16 -0.42 0.38
0.82 -0.50 -0.62
0.21 0.47 -0.49
-1.18 -0.66 0.25
0.64 0.19 -0.23
-0.55 0.02 0.19
0.00 0.29 -0.35
0.68 0.50 0.13
0.42 -0.48 -0.16
0.46 0.76 -0.34
0.02 -0.83 1.31
-0.25 0.05 -0.63
0.26 0.03 0.12
-0.31 0.13 -0.24
-0.02 0.02 0.14
-1.50 0.42 0.14
1.03 0.35 0.05
-0.37 0.38 -0.48
-0.36 0.73 -0.13
0.33 -0.77 0.33
1.06 -0.89 -0.14

As for the HOMO-LUMO gap: 0.3416 Eh. For the HOMO energy, the calculation gives -0.2466 Ha. The calculation puts the largest force on an atom at 0.05658 Eh/bohr. Its net charge is -1.